ORCA calculation (ωB97M-V/def2-TZVPD) on C2H3BrO as an isolated structure.

Each line ends with the Löwdin charge.
Element x y z (Å)
C1 -1.00 0.52 0.04  -0.78
C2 0.89 -0.24 0.04  0.02
O1 -1.16 1.67 -0.01  0.01
Br1 -2.43 -0.74 0.02  0.67
H1 1.58 0.10 0.79  0.01
H2 1.33 -0.03 -1.02  0.07
H3 0.79 -1.28 0.15  -0.01

The value obtained for the energy is -74210.6940 eV. The value obtained for the LUMO energy is 0.240 eV. For the HOMO-LUMO gap, the calculation gives 10.16 eV. The value obtained for the highest occupied orbital energy is -9.9 eV. As for the spin multiplicity: 1.

ORCA calculation (ωB97M-V/def2-TZVPD) on a 4-piece molecular cluster, C34H48F10N2O14 overall.

Each line ends with the Löwdin charge.
Element x y z (Å)
C1 -0.26 -2.94 4.05  -0.03
C2 0.24 -2.24 2.81  -0.11
C3 -0.67 -1.02 2.21  -0.11
C4 0.06 -0.11 1.06  -0.29
C5 0.87 -1.05 -0.01  -0.01
C6 -0.28 -2.25 -0.66  -0.11
C7 0.44 -3.77 -1.05  -0.08
O1 -0.07 -2.65 -2.14  -0.21
O2 1.20 0.48 1.84  -0.07
C8 1.27 1.98 1.89  -0.17
O3 1.84 2.70 2.87  0.02
C9 0.57 2.41 0.47  -0.14
C10 1.78 2.17 -0.60  -0.09
C11 2.82 3.43 -0.78  -0.19
O4 3.38 3.96 0.48  -0.24
C12 4.52 3.15 0.95  -0.23
C13 4.97 3.68 2.47  -0.09
C14 0.17 3.98 0.20  -0.16
O5 -0.22 4.45 -1.02  -0.01
N1 0.25 5.01 1.30  0.15
C15 -1.01 5.84 1.42  -0.20
O6 -0.95 6.94 2.23  -0.01
F1 -2.32 5.56 0.80  -0.01
C16 -0.67 1.29 0.54  -0.26
N2 -1.56 1.79 1.67  0.08
C17 -1.43 1.26 -0.94  -0.10
C18 -3.04 1.60 -0.86  -0.19
C19 -3.88 1.27 -2.22  -0.08
C20 -5.51 1.13 -1.83  -0.24
O7 -6.46 1.55 -2.71  -0.03
O8 -6.01 0.56 -0.57  -0.15
C21 -6.49 1.64 0.35  -0.21
C22 -5.80 1.39 1.84  -0.10
H1 -1.03 -3.81 3.90  0.05
H2 0.05 -2.63 5.14  0.08
H3 1.28 -2.60 2.40  0.10
H4 -1.72 -1.47 1.85  0.12
H5 -0.95 -0.32 3.14  0.14
H6 1.15 -0.52 -1.02  0.12
H7 1.72 -1.70 0.46  0.10
H8 -1.44 -2.26 -0.16  0.17
H9 0.20 -4.48 -1.92  0.14
H10 -0.43 -4.25 -0.38  0.05
H11 1.29 1.98 -1.66  0.14
H12 2.46 1.22 -0.33  0.13
H13 2.37 4.28 -1.49  0.14
H14 3.76 3.00 -1.39  0.14
H15 4.13 2.02 0.97  0.13
H16 5.45 3.26 0.23  0.13
H17 4.51 4.77 2.57  0.10
H18 4.54 2.94 3.29  0.08
H19 6.13 3.75 2.60  0.07
H20 1.04 5.68 1.08  0.17
H21 -1.97 2.73 1.46  0.08
H22 -2.37 1.16 1.85  0.08
H23 -0.89 2.01 -1.69  0.12
H24 -1.35 0.19 -1.47  0.12
H25 -3.48 0.89 -0.01  0.11
H26 -3.14 2.75 -0.60  0.13
H27 -3.85 2.15 -3.02  0.14
H28 -3.55 0.26 -2.75  0.14
H29 -6.24 2.72 -0.09  0.14
H30 -7.67 1.59 0.47  0.14
H31 -5.54 0.24 1.88  0.09
H32 -4.79 1.99 1.96  0.07
H33 -6.54 1.60 2.73  0.08
C23 -4.46 -9.24 3.03  -0.06
C24 -4.60 -7.75 3.29  -0.21
O9 -3.33 -7.10 3.18  0.01
C25 -2.89 -6.83 1.91  -0.32
O10 -3.51 -7.13 0.90  0.15
C26 -1.55 -6.09 1.95  -0.46
F2 -0.66 -6.65 2.82  0.15
F3 -1.70 -4.79 2.34  0.10
F4 -0.93 -6.05 0.74  0.13
H34 -3.71 -9.68 3.70  0.08
H35 -5.41 -9.76 3.18  0.08
H36 -4.12 -9.44 2.01  0.08
H37 -4.96 -7.59 4.31  0.13
H38 -5.33 -7.30 2.61  0.13
C27 0.04 5.61 -4.23  -0.07
C28 -0.10 7.10 -3.97  -0.20
O11 1.17 7.75 -4.08  0.01
C29 1.61 8.02 -5.35  -0.32
O12 0.99 7.72 -6.36  0.14
C30 2.95 8.76 -5.31  -0.47
F5 3.84 8.20 -4.44  0.14
F6 2.80 10.06 -4.92  0.14
F7 3.57 8.80 -6.52  0.14
H39 0.79 5.17 -3.56  0.06
H40 -0.91 5.09 -4.08  0.08
H41 0.38 5.41 -5.25  0.08
H42 -0.46 7.26 -2.95  0.13
H43 -0.83 7.55 -4.65  0.13
C31 5.75 -7.59 -0.85  -0.07
C32 5.77 -6.24 -1.55  -0.21
O13 4.71 -5.41 -1.08  0.01
C33 4.92 -4.78 0.12  -0.32
O14 5.95 -4.90 0.78  0.14
C34 3.74 -3.88 0.48  -0.47
F8 2.54 -4.51 0.31  0.11
F9 3.69 -2.76 -0.29  0.13
F10 3.77 -3.46 1.78  0.14
H44 4.77 -8.06 -0.95  0.08
H45 6.52 -8.25 -1.26  0.08
H46 5.94 -7.48 0.23  0.08
H47 5.61 -6.39 -2.62  0.13
H48 6.74 -5.74 -1.44  0.13

The value obtained for the energy is -94832.0119 eV. The value obtained for the LUMO energy is -1.149 eV. For the HOMO-LUMO gap, the calculation gives 6.37 eV. The value obtained for the highest occupied orbital energy is -7.5 eV. As for the spin multiplicity: 1.

ORCA calculation (ωB97M-V/def2-TZVPD) on C41H55N6NiO2Si as an isolated structure.

Each line ends with the Löwdin charge.
Element x y z (Å)
Ni1 1.03 -0.84 -0.95  0.61
C1 -3.99 3.08 1.66  -0.07
C2 -3.60 3.60 0.28  -0.56
C3 -4.80 3.42 -0.66  -0.05
C4 -3.29 5.10 0.41  -0.05
C5 -2.39 2.87 -0.29  -0.17
C6 -1.80 1.81 0.35  0.04
C7 -0.69 1.16 -0.23  -0.17
N1 -0.03 0.10 0.29  0.06
C8 -0.13 -0.49 1.53  -0.18
C9 -0.49 0.16 2.71  0.01
C10 -0.50 -0.52 3.91  -0.18
C11 -0.18 -1.89 3.88  0.01
C12 0.21 -2.58 2.75  -0.09
C13 0.35 -1.84 1.54  -0.28
O1 0.92 -2.31 0.48  -0.09
C14 0.57 -4.06 2.82  -0.54
C15 0.14 -4.82 1.56  -0.05
C16 -0.10 -4.76 4.01  -0.07
C17 2.10 -4.17 2.97  -0.04
C18 -0.84 0.15 5.24  -0.56
C19 -2.10 -0.51 5.83  -0.05
C20 -1.11 1.64 5.08  -0.07
C21 0.33 -0.03 6.22  -0.05
C22 -0.21 1.54 -1.53  -0.27
O2 0.76 0.87 -2.05  -0.09
C23 -0.84 2.64 -2.19  -0.09
C24 -1.88 3.27 -1.55  0.02
C25 -0.37 3.03 -3.59  -0.54
C26 -1.18 4.18 -4.16  -0.07
C27 1.10 3.46 -3.53  -0.04
C28 -0.52 1.83 -4.53  -0.04
H1 -4.84 3.65 2.04  0.08
H2 -3.17 3.19 2.37  0.08
H3 -4.27 2.03 1.63  0.09
H4 -5.68 3.93 -0.27  0.08
H5 -5.03 2.36 -0.78  0.09
H6 -4.59 3.82 -1.66  0.08
H7 -4.15 5.64 0.80  0.08
H8 -3.03 5.54 -0.56  0.07
H9 -2.44 5.26 1.08  0.09
H10 -2.20 1.43 1.27  0.09
H11 -0.71 1.22 2.68  0.09
H12 -0.24 -2.43 4.81  0.09
H13 -0.94 -4.78 1.43  0.09
H14 0.43 -5.87 1.65  0.08
H15 0.59 -4.40 0.66  0.07
H16 -1.17 -4.53 4.04  0.09
H17 0.34 -4.48 4.96  0.07
H18 0.02 -5.84 3.90  0.08
H19 2.60 -3.75 2.10  0.08
H20 2.40 -5.22 3.07  0.08
H21 2.43 -3.64 3.86  0.08
H22 -2.94 -0.39 5.16  0.09
H23 -2.35 -0.05 6.79  0.08
H24 -1.95 -1.58 6.00  0.08
H25 -1.98 1.83 4.45  0.08
H26 -0.26 2.16 4.65  0.09
H27 -1.31 2.08 6.06  0.08
H28 0.51 -1.08 6.44  0.07
H29 0.12 0.48 7.16  0.08
H30 1.25 0.39 5.79  0.09
H31 -2.37 4.09 -2.05  0.09
H32 -1.09 5.09 -3.56  0.08
H33 -2.24 3.93 -4.25  0.09
H34 -0.81 4.41 -5.16  0.08
H35 1.22 4.33 -2.89  0.09
H36 1.45 3.72 -4.53  0.08
H37 1.73 2.66 -3.15  0.07
H38 -1.57 1.51 -4.59  0.09
H39 0.07 0.98 -4.20  0.06
H40 -0.20 2.11 -5.54  0.08
C29 2.72 1.15 1.58  0.00
C30 3.45 0.57 0.42  -0.28
C31 4.79 0.82 0.17  -0.05
C32 5.39 0.27 -0.96  -0.07
C33 4.68 -0.52 -1.83  -0.02
C34 3.33 -0.79 -1.51  -0.39
N2 2.78 -0.23 -0.42  0.10
N3 2.39 -1.52 -2.14  -0.04
Si1 2.53 -2.18 -3.74  0.42
C35 2.94 -0.80 -4.96  -0.16
C36 3.88 -3.49 -3.76  -0.17
C37 0.93 -2.98 -4.25  -0.17
H41 3.37 1.81 2.15  0.08
H42 2.35 0.36 2.24  0.08
H43 1.85 1.71 1.24  0.08
H44 5.35 1.45 0.86  0.10
H45 6.43 0.49 -1.17  0.10
H46 5.13 -0.93 -2.72  0.09
H47 3.99 -0.52 -4.95  0.02
H48 2.36 0.08 -4.71  0.02
H49 2.68 -1.10 -5.98  0.03
H50 4.85 -3.12 -3.43  0.01
H51 3.99 -3.88 -4.78  0.03
H52 3.60 -4.31 -3.11  0.03
H53 0.16 -2.24 -4.46  0.03
H54 0.55 -3.66 -3.49  0.04
H55 1.09 -3.55 -5.17  0.03
N4 -0.55 -1.55 -1.76  0.20
C38 -1.46 -2.00 -2.32  -0.12
C39 -2.54 -2.54 -2.99  -0.29
C40 -2.93 -3.87 -2.75  -0.26
N5 -3.24 -4.97 -2.55  0.11
C41 -3.21 -1.76 -3.95  -0.26
N6 -3.74 -1.11 -4.74  0.11

The value obtained for the energy is -105370.8954 eV. The value obtained for the LUMO energy (spin up / spin down) is 1.286 / 1.074 eV. For the HOMO-LUMO gap (spin up / spin down), the calculation gives 5.58 / 5.69 eV. The value obtained for the highest occupied orbital energy (spin up / spin down) is -4.3 / -4.6 eV. As for the spin multiplicity: 3. As for the total charge: -1.